1.
DFT (ωB97M-V/def2-TZVPD) results for 7 unconnected molecules or ions with the total composition C28H56BF5O24S2Si at a distorted geometry.

Each atom is followed by the atoms it is bonded to, with distances in Å.
Element x y z (Å)
1 C 1.8894 -0.0490 2.6865  O2 1.434, H20 1.085, H21 1.088, H22 1.081
2 O 2.5525 -1.2968 2.4436  C1 1.434, B3 1.367
3 B 2.6929 -1.6673 1.1352  O2 1.367, O4 1.361, Si5 2.009
4 O 2.1922 -2.8617 0.7172  B3 1.361, H23 0.964
5 Si 3.6173 -0.3792 -0.0983  B3 2.009, S6 2.207, S10 2.221, H24 1.472
6 S 5.6387 -0.9941 -0.7375  Si5 2.207, C7 1.797, O8 1.437, O9 1.443
7 C 6.5865 0.5239 -0.9030  S6 1.797, H25 1.088, H26 1.080, H27 1.082
8 O 5.6173 -1.5889 -2.0450  S6 1.437
9 O 6.2671 -1.8033 0.2790  S6 1.443
10 S 2.2873 -0.0737 -1.8505  Si5 2.221, O11 1.432, O12 1.441, C13 1.872
11 O 2.8231 -0.6223 -3.0597  S10 1.432
12 O 1.0052 -0.6288 -1.4981  S10 1.441
13 C 2.1284 1.7624 -2.1769  S10 1.872, F14 1.353, F15 1.327, C16 1.546
14 F 3.0897 2.3876 -1.4596  C13 1.353
15 F 2.3275 2.0203 -3.4638  C13 1.327
16 C 0.7694 2.3714 -1.7605  C13 1.546, F17 1.350, F18 1.335, F19 1.334
17 F 0.8068 3.6775 -2.0985  C16 1.350
18 F 0.5883 2.2873 -0.4400  C16 1.335
19 F -0.2469 1.8167 -2.4226  C16 1.334
20 H 2.6332 0.7218 2.8604  C1 1.085
21 H 1.2231 0.2493 1.8805  C1 1.088
22 H 1.2864 -0.1235 3.5803  C1 1.081
23 H 1.2366 -2.8300 0.8403  O4 0.964
24 H 3.7633 0.9171 0.5832  Si5 1.472
25 H 5.8982 1.3628 -0.9819  C7 1.088
26 H 7.1530 0.4597 -1.8201  C7 1.080
27 H 7.1960 0.6863 -0.0240  C7 1.082
28 C -2.7391 3.3266 -1.0909  C29 1.513, H35 1.090, H36 1.090, H37 1.089
29 C -3.1819 3.9141 -2.4135  C28 1.513, O30 1.434, H38 1.089, H39 1.089
30 O -4.2343 3.1428 -3.0072  C29 1.434, C31 1.331
31 C -5.4481 3.3548 -2.5034  O30 1.331, O32 1.202, O33 1.332
32 O -5.7283 4.1315 -1.6299  C31 1.202
33 O -6.3020 2.5530 -3.1366  C31 1.332, C34 1.429
34 C -7.6456 2.6274 -2.6546  O33 1.429, H40 1.087, H41 1.089, H42 1.086
35 H -2.4761 2.2757 -1.2104  C28 1.090
36 H -1.8744 3.8672 -0.7050  C28 1.090
37 H -3.5363 3.3810 -0.3504  C28 1.089
38 H -2.3603 3.8895 -3.1273  C29 1.089
39 H -3.4912 4.9530 -2.3052  C29 1.089
40 H -8.0036 3.6539 -2.6433  C34 1.087
41 H -7.7099 2.1943 -1.6574  C34 1.089
42 H -8.2599 2.0457 -3.3357  C34 1.086
43 C 12.3371 -2.3419 2.9312  C44 1.514, H50 1.091, H51 1.090, H52 1.089
44 C 11.7879 -1.5727 4.1137  C43 1.514, O45 1.434, H53 1.088, H54 1.090
45 O 10.7113 -0.7074 3.7267  C44 1.434, C46 1.331
46 C 9.5325 -1.3025 3.5637  O45 1.331, O47 1.204, O48 1.328
47 O 9.3013 -2.4731 3.7253  C46 1.204
48 O 8.6538 -0.3830 3.1828  C46 1.328, C49 1.435
49 C 7.3436 -0.8974 2.9046  O48 1.435, H55 1.089, H56 1.091, H57 1.089
50 H 12.6146 -1.6581 2.1283  C43 1.091
51 H 13.2156 -2.9157 3.2259  C43 1.090
52 H 11.5931 -3.0308 2.5331  C43 1.089
53 H 12.5549 -0.9194 4.5249  C44 1.088
54 H 11.4640 -2.2413 4.9107  C44 1.090
55 H 6.9659 -1.4754 3.7463  C49 1.089
56 H 7.3442 -1.5011 1.9954  C49 1.091
57 H 6.6991 -0.0332 2.7542  C49 1.089
58 C 10.8968 1.7849 -7.3503  C59 1.514, H65 1.091, H66 1.090, H67 1.089
59 C 10.0338 2.4346 -6.2900  C58 1.514, O60 1.434, H68 1.088, H69 1.090
60 O 8.6662 2.0153 -6.3924  C59 1.434, C61 1.333
61 C 8.3985 0.8155 -5.8778  O60 1.333, O62 1.202, O63 1.330
62 O 9.1848 0.0894 -5.3296  C61 1.202
63 O 7.1078 0.5630 -6.0731  C61 1.330, C64 1.433
64 C 6.6827 -0.7308 -5.6269  O63 1.433, H70 1.087, H71 1.089, H72 1.086
65 H 10.4764 1.9584 -8.3414  C58 1.091
66 H 11.9077 2.1910 -7.3192  C58 1.090
67 H 10.9536 0.7074 -7.2014  C58 1.089
68 H 10.0204 3.5141 -6.4282  C59 1.088
69 H 10.4139 2.2352 -5.2885  C59 1.090
70 H 6.9653 -0.9032 -4.5914  C64 1.087
71 H 7.1029 -1.5048 -6.2668  C64 1.089
72 H 5.6001 -0.7520 -5.7044  C64 1.086
73 C -14.7106 1.9705 -5.5478  C74 1.514, H80 1.091, H81 1.090, H82 1.089
74 C -13.2434 2.2259 -5.8179  C73 1.514, O75 1.436, H83 1.088, H84 1.089
75 O -12.4615 2.1295 -4.6178  C74 1.436, C76 1.330
76 C -12.1758 0.8922 -4.2233  O75 1.330, O77 1.201, O78 1.334
77 O -12.4927 -0.1242 -4.7797  C76 1.201
78 O -11.4790 0.9730 -3.0883  C76 1.334, C79 1.429
79 C -11.1612 -0.2942 -2.5095  O78 1.429, H85 1.087, H86 1.089, H87 1.086
80 H -15.0717 2.6278 -4.7559  C73 1.091
81 H -15.2988 2.1461 -6.4480  C73 1.090
82 H -14.8755 0.9436 -5.2236  C73 1.089
83 H -13.1004 3.2422 -6.1794  C74 1.088
84 H -12.8523 1.5485 -6.5760  C74 1.089
85 H -10.6708 -0.9469 -3.2277  C79 1.087
86 H -12.0640 -0.7678 -2.1260  C79 1.089
87 H -10.4812 -0.1096 -1.6826  C79 1.086
88 C -15.4245 -0.9441 -0.8488  C89 1.514, H95 1.091, H96 1.091, H97 1.089
89 C -14.4070 -0.5733 0.2094  C88 1.514, O90 1.434, H98 1.089, H99 1.090
90 O -14.9518 -0.6974 1.5297  C89 1.434, C91 1.331
91 C -15.0010 -1.9380 2.0093  O90 1.331, O92 1.202, O93 1.332
92 O -14.6171 -2.9308 1.4513  C91 1.202
93 O -15.5519 -1.8892 3.2210  C91 1.332, C94 1.429
94 C -15.7266 -3.1665 3.8376  O93 1.429, H100 1.087, H101 1.089, H102 1.086
95 H -16.3394 -0.3661 -0.7147  C88 1.091
96 H -15.0265 -0.7505 -1.8456  C88 1.091
97 H -15.6901 -1.9984 -0.7831  C88 1.089
98 H -14.1253 0.4724 0.0986  C89 1.089
99 H -13.5003 -1.1714 0.1188  C89 1.090
100 H -14.7949 -3.7269 3.8478  C94 1.087
101 H -16.4996 -3.7316 3.3193  C94 1.089
102 H -16.0438 -2.9785 4.8589  C94 1.086
103 C 7.4239 -1.2880 10.7154  C104 1.514, H110 1.091, H111 1.090, H112 1.089
104 C 8.8312 -1.7285 10.3731  C103 1.514, O105 1.433, H113 1.088, H114 1.090
105 O 8.8327 -2.9298 9.5914  C104 1.433, C106 1.333
106 C 8.5668 -2.7662 8.2952  O105 1.333, O107 1.203, O108 1.328
107 O 8.3531 -1.7177 7.7447  C106 1.203
108 O 8.5797 -3.9620 7.7177  C106 1.328, C109 1.435
109 C 8.2465 -3.9430 6.3225  O108 1.435, H115 1.082, H116 1.089, H117 1.086
110 H 6.8763 -2.1015 11.1926  C103 1.091
111 H 7.4466 -0.4332 11.3912  C103 1.090
112 H 6.8750 -1.0039 9.8184  C103 1.089
113 H 9.3790 -1.9696 11.2821  C104 1.088
114 H 9.3808 -0.9428 9.8557  C104 1.090
115 H 8.8623 -3.2374 5.7797  C109 1.082
116 H 7.1919 -3.7016 6.1952  C109 1.089
117 H 8.4316 -4.9416 5.9382  C109 1.086

LUMO level ... -0.0315 Ha
Frontier orbital gap ... 9.86 eV
2S+1 ... 1
E_HOMO ... -10.7148 eV

Atom charges from the Mulliken analysis, given in e for atoms 1 to 2: -0.730 -0.388


2.
DFT (ωB97M-V/def2-TZVPD) results for 7 unconnected molecules or ions with the total composition C28H56O13 at a distorted geometry.

Each atom is followed by the atoms it is bonded to, with distances in Å.
Element x y z (Å)
1 C 1.6526 -1.4896 5.2800  C2 1.504, H8 1.090, H9 1.090, H10 1.090
2 C 1.2878 -1.0291 3.8958  C1 1.504, O3 1.436, H11 1.090, H12 1.090
3 O 2.4750 -0.6487 3.1827  C2 1.436, C4 1.244
4 C 3.2046 0.3141 3.4811  O3 1.244, O5 1.252, O6 1.373
5 O 3.1249 1.1496 4.4096  C4 1.252
6 O 4.2139 0.2774 2.5508  C4 1.373, C7 1.401
7 C 5.3068 1.1292 2.7547  O6 1.401, H13 1.090, H14 1.090, H15 1.090
8 H 1.9402 -2.5271 5.1100  C1 1.090
9 H 0.7109 -1.5845 5.8206  C1 1.090
10 H 2.3491 -0.7963 5.7516  C1 1.090
11 H 0.6237 -0.1687 3.9773  C2 1.090
12 H 0.6993 -1.7953 3.3911  C2 1.090
13 H 5.0093 2.1388 3.0382  C7 1.090
14 H 5.8909 1.1300 1.8344  C7 1.090
15 H 5.8337 0.6952 3.6044  C7 1.090
16 C -4.0417 0.4497 2.9968  C17 1.513, H23 1.090, H24 1.090, H25 1.090
17 C -2.6162 0.8031 2.6330  C16 1.513, O18 1.438, H26 1.090, H27 1.090
18 O -2.3477 0.9118 1.2249  C17 1.438, C19 1.395
19 C -1.3649 0.0670 0.7085  O18 1.395, O20 1.206, O21 1.350
20 O -0.7140 -0.7939 1.2469  C19 1.206
21 O -1.2745 0.2393 -0.6276  C19 1.350, C22 1.389
22 C -0.5359 -0.6975 -1.3386  O21 1.389, H28 1.090, H29 1.090, H30 1.090
23 H -4.7702 0.8886 2.3151  C16 1.090
24 H -4.1909 0.7398 4.0369  C16 1.090
25 H -4.1452 -0.6222 2.8281  C16 1.090
26 H -1.8996 0.1510 3.1323  C17 1.090
27 H -2.3866 1.7753 3.0693  C17 1.090
28 H 0.5081 -0.3853 -1.3680  C22 1.090
29 H -1.0301 -0.5800 -2.3030  C22 1.090
30 H -0.6807 -1.7307 -1.0228  C22 1.090
31 C 3.6573 -6.0033 -3.7895  C32 1.531, H38 1.090, H39 1.090, H40 1.090
32 C 3.9512 -4.5020 -3.7242  C31 1.531, O33 1.378, H41 1.090, H42 1.090
33 O 4.1571 -4.1980 -2.3957  C32 1.378, C34 1.389
34 C 3.2184 -3.3845 -1.7747  O33 1.389, O35 1.259, O36 1.403
35 O 2.4595 -2.5487 -2.3325  C34 1.259
36 O 3.3179 -3.6500 -0.4007  C34 1.403, C37 1.399
37 C 2.4113 -3.0075 0.4488  O36 1.399, H43 1.090, H44 1.090, H45 1.090
38 H 4.5025 -6.5870 -3.4250  C31 1.090
39 H 3.4328 -6.2571 -4.8255  C31 1.090
40 H 2.7887 -6.3897 -3.2563  C31 1.090
41 H 3.2022 -3.9647 -4.3059  C32 1.090
42 H 4.8494 -4.3280 -4.3168  C32 1.090
43 H 1.4393 -3.5000 0.4206  C37 1.090
44 H 2.3163 -1.9272 0.3387  C37 1.090
45 H 2.7369 -3.2326 1.4643  C37 1.090
46 C 1.6548 2.4067 0.8648  C47 1.531, C50 1.488, H51 1.090, H52 1.090
47 C 2.0315 2.8241 -0.5597  C46 1.531, C48 1.545, H53 1.090, H54 1.090
48 C 0.7286 3.4986 -1.0443  C47 1.545, O49 1.391, H55 1.090, H56 1.090
49 O 0.1579 4.1020 0.0720  C48 1.391, C50 1.476
50 C 0.5179 3.2869 1.2489  C46 1.488, O49 1.476, H57 1.090, H58 1.090
51 H 2.4800 2.5424 1.5639  C46 1.090
52 H 1.4195 1.3668 1.0913  C46 1.090
53 H 2.3573 2.0687 -1.2749  C47 1.090
54 H 2.7449 3.6456 -0.4946  C47 1.090
55 H 0.0069 2.7559 -1.3845  C48 1.090
56 H 0.8715 4.2143 -1.8539  C48 1.090
57 H -0.3647 2.6835 1.4614  C50 1.090
58 H 0.7281 3.9438 2.0929  C50 1.090
59 C 0.4918 2.1609 6.3173  C60 1.541, C63 1.481, H64 1.090, H65 1.090
60 C 0.8310 3.5645 5.7789  C59 1.541, C61 1.523, H66 1.090, H67 1.090
61 C -0.4093 4.0664 5.0512  C60 1.523, O62 1.463, H68 1.090, H69 1.090
62 O -1.1707 2.8640 4.7110  C61 1.463, C63 1.471
63 C -0.7871 1.8075 5.6591  C59 1.481, O62 1.471, H70 1.090, H71 1.090
64 H 0.4115 1.9951 7.3916  C59 1.090
65 H 1.3166 1.5035 6.0423  C59 1.090
66 H 1.5718 3.4463 4.9881  C60 1.090
67 H 1.1721 4.3000 6.5074  C60 1.090
68 H -0.2539 4.7517 4.2180  C61 1.090
69 H -0.9263 4.7130 5.7602  C61 1.090
70 H -0.8270 0.7559 5.3755  C63 1.090
71 H -1.5736 1.8845 6.4098  C63 1.090
72 C -5.2090 2.1676 -2.7080  C73 1.557, C76 1.527, H77 1.090, H78 1.090
73 C -4.0817 2.2384 -3.7790  C72 1.557, C74 1.514, H79 1.090, H80 1.090
74 C -3.7898 0.8108 -4.1892  C73 1.514, O75 1.417, H81 1.090, H82 1.090
75 O -4.5095 -0.0270 -3.3022  C74 1.417, C76 1.416
76 C -5.0289 0.7306 -2.2240  C72 1.527, O75 1.416, H83 1.090, H84 1.090
77 H -6.1828 2.2991 -3.1795  C72 1.090
78 H -5.0620 2.9886 -2.0063  C72 1.090
79 H -3.2012 2.6435 -3.2803  C73 1.090
80 H -4.3932 2.9961 -4.4979  C73 1.090
81 H -2.7675 0.4344 -4.1535  C74 1.090
82 H -4.0637 0.5964 -5.2222  C74 1.090
83 H -4.3642 0.5551 -1.3782  C76 1.090
84 H -5.9681 0.2397 -1.9690  C76 1.090
85 C -1.3475 -2.0171 -4.9699  C86 1.568, C89 1.557, H90 1.090, H91 1.090
86 C -2.0741 -1.5212 -6.2676  C85 1.568, C87 1.547, H92 1.090, H93 1.090
87 C -1.8980 -2.7770 -7.1534  C86 1.547, O88 1.475, H94 1.090, H95 1.090
88 O -0.6857 -3.4814 -6.6957  C87 1.475, C89 1.478
89 C -0.1465 -2.8786 -5.4591  C85 1.557, O88 1.478, H96 1.090, H97 1.090
90 H -2.0437 -2.6256 -4.3926  C85 1.090
91 H -0.9885 -1.3029 -4.2288  C85 1.090
92 H -1.7491 -0.6168 -6.7818  C86 1.090
93 H -3.1541 -1.4214 -6.1590  C86 1.090
94 H -1.7239 -2.5492 -8.2050  C87 1.090
95 H -2.7743 -3.4027 -6.9841  C87 1.090
96 H 0.5938 -2.1959 -5.8763  C89 1.090
97 H 0.1590 -3.5665 -4.6707  C89 1.090

LUMO level ... 0.0219 Ha
Frontier orbital gap ... 9.85 eV
2S+1 ... 1
Relative energy (zero: lowest compared OMol25 entry of this formula, charge and spin) ... 2.901 eV
E_HOMO ... -9.2543 eV

Atom charges from the Mulliken analysis, given in e for atoms 1 to 2: -1.576 0.460


Question: What is the LUMO level in the second record?
Answer: 0.0219 Ha